The following is a DFT calculation (the ωB97M-V functional and the def2-TZVPD basis) of a molecular structure, C16H18IrN2O8S.

ORCA input file:
```
! RIJCOSX wB97M-V def2-TZVPD def2/J DEFGRID3
* xyz -1 5
Ir -0.07255 0.17314 -0.24910
O -2.69460 -3.15821 -1.42429
C -2.02405 -2.21873 -1.14394
O -1.45804 -1.67595 -0.20677
C -1.62963 -1.11687 -2.79634
O -2.29514 -1.48434 -3.70986
O -0.76013 -0.31377 -2.48927
C -5.60469 -2.66002 1.02458
C -4.74873 -1.42206 1.10526
C -3.89090 -1.21267 2.17908
C -3.05230 -0.11100 2.22088
C -3.07603 0.80390 1.17868
C -3.93507 0.62485 0.10126
C -4.76374 -0.48674 0.07291
S -1.94805 2.17160 1.19837
O -2.20048 2.91129 2.41148
O -2.10021 2.82910 -0.07510
N -0.49057 1.49370 1.25313
C 0.14814 1.23201 2.55404
C 0.69054 -0.18914 2.65164
O 1.00414 -0.61610 3.75917
O 0.81366 -0.81896 1.53685
H -5.60862 -3.20027 1.97164
H -5.21965 -3.33327 0.25537
H -6.63582 -2.41211 0.76610
H -3.85391 -1.93985 2.98252
H -2.36526 0.01684 3.04852
H -3.91491 1.33805 -0.71144
H -5.41742 -0.64611 -0.77796
H -0.51458 1.43819 3.39046
H 1.01753 1.88694 2.67055
C 4.92675 1.61291 -0.33596
C 3.95015 2.07126 -1.42756
C 3.57801 3.54610 -1.23575
C 4.54822 1.83931 -2.82081
C 2.71718 1.27040 -1.30962
N 1.74312 0.67861 -1.18997
H 5.85529 2.17876 -0.43172
H 5.15174 0.55055 -0.43143
H 4.51058 1.78507 0.65669
H 4.47572 4.15374 -1.36226
H 3.17319 3.72089 -0.23887
H 2.83412 3.86281 -1.96698
H 5.45715 2.43530 -2.91656
H 3.84864 2.13879 -3.60167
H 4.80132 0.78903 -2.96838
*
```

HOMO energy (spin up / spin down) in eV: -4.7 / -5.4
ΔE to the lowest compared entry with this formula, charge and spin in eV: 0.2182
Kohn-Sham gap (spin up / spin down) in eV: 6.87 / 7.08
E_LUMO (spin up / spin down) in eV: 2.1988 / 1.7084

=====

The following is a DFT calculation (the ωB97M-V functional and the def2-TZVPD basis) of a molecular structure, C4H7N at a distorted geometry.

ORCA input file:
```
! RIJCOSX wB97M-V def2-TZVPD def2/J DEFGRID3
* xyz 0 1
C -1.65086 0.29564 0.60826
C -0.97155 -0.92136 -0.09848
C -0.49057 0.26846 -0.99632
C 2.07784 0.46706 0.37537
N -1.12548 1.18240 -0.22750
H -1.93149 0.30472 1.61092
H -0.22598 -1.41739 0.43583
H -1.58765 -1.82654 -0.38230
H -0.11940 0.42691 -2.06914
H 2.13229 -0.59549 0.26998
H 1.40157 0.95092 1.07755
H 2.49126 0.86468 -0.60417
*
```

HOMO energy (spin up / spin down) in eV: -8.2 / -8.8
ΔE to the lowest compared entry with this formula, charge and spin in eV: 5.8868
Kohn-Sham gap (spin up / spin down) in eV: 8.40 / 8.67
E_LUMO (spin up / spin down) in eV: 0.2157 / -0.1685

=====

The following is a DFT calculation (the ωB97M-V functional and the def2-TZVPD basis) of 2 unconnected molecules or ions with the total composition CH4BClS at a distorted geometry.

ORCA input file:
```
! RIJCOSX wB97M-V def2-TZVPD def2/J DEFGRID3
* xyz 0 1
B -0.29501 -0.03182 -0.93727
C 0.20789 0.60625 0.31649
S -4.94273 0.74725 0.82983
Cl -4.80291 -0.77846 -0.63013
H -0.24654 1.57633 0.46484
H -0.45284 -1.05281 -1.35615
H 1.35868 0.81825 0.19677
H 0.23328 -0.14341 1.14409
*
```

HOMO energy (spin up / spin down) in eV: -10.0 / -6.8
ΔE to the lowest compared entry with this formula, charge and spin in eV: 4.8672
Kohn-Sham gap (spin up / spin down) in eV: 9.17 / 3.97
E_LUMO (spin up / spin down) in eV: -0.8179 / -2.8041

=====

The following is a DFT calculation (the ωB97M-V functional and the def2-TZVPD basis) of a molecular structure, C41H33CrN6O2Si.

ORCA input file:
```
! RIJCOSX wB97M-V def2-TZVPD def2/J DEFGRID3
* xyz 0 4
Cr 0.06931 0.04312 -0.11849
O 0.89051 -3.88350 -0.68281
C 0.78359 -2.66561 -0.63846
N -0.15300 -1.89174 -0.07628
C -1.24261 -2.34767 0.70828
C -1.60833 -3.67076 0.90854
C -2.68587 -3.96629 1.74025
C -3.38811 -2.95351 2.37116
C -3.03935 -1.61994 2.16998
C -1.97870 -1.31223 1.32930
N -1.51721 -0.00616 1.00946
C -1.96542 1.13736 1.55318
O -2.86428 1.32155 2.36244
C -1.13965 2.32742 1.08106
C -1.47560 3.60551 1.48439
C -0.66198 4.66030 1.11852
C 0.47779 4.39676 0.37145
C 0.73282 3.09519 -0.00474
N -0.05904 2.07529 0.32395
C 1.88407 -1.81351 -1.26490
C 2.91053 -2.41574 -1.96812
C 3.94475 -1.63652 -2.44857
C 3.92887 -0.27178 -2.19300
C 2.85532 0.25659 -1.50917
N 1.84000 -0.48522 -1.06610
H -1.05148 -4.45325 0.41752
H -2.96998 -5.00094 1.89176
H -4.22529 -3.19160 3.01752
H -3.58867 -0.82237 2.64491
H -2.36732 3.72583 2.08494
H -0.90979 5.67501 1.40827
H 1.15760 5.18381 0.07360
H 1.59302 2.86474 -0.61863
H 2.86353 -3.48684 -2.10633
H 4.75400 -2.08174 -3.01519
H 4.72359 0.37909 -2.52919
H 2.79032 1.32222 -1.33559
N 3.36462 -0.63790 5.48880
C 2.70047 -0.42828 4.31495
C 1.31314 -0.56578 4.22865
C 0.69072 -0.37902 3.01599
N 1.33895 -0.06947 1.88250
C 2.66660 0.06689 1.97355
C 3.38143 -0.09149 3.13909
H 2.85296 -0.75161 6.34335
H 4.34152 -0.42756 5.56109
H 0.72662 -0.82452 5.10327
H -0.38351 -0.48790 2.93985
H 3.19361 0.31594 1.05967
H 4.45819 0.03606 3.13911
C 0.10396 0.00037 -6.62965
C -1.23755 0.18765 -6.31224
C -1.63926 0.24641 -4.98705
C -0.72453 0.12391 -3.93459
C 0.61765 -0.06295 -4.27792
C 1.03356 -0.12626 -5.60766
Si -1.39218 0.22968 -2.15440
C -2.60155 -1.21975 -2.07922
C -3.65150 -1.26574 -1.15345
C -4.45246 -2.39348 -1.02248
C -4.20765 -3.51480 -1.80572
C -3.16896 -3.49553 -2.72676
C -2.38075 -2.35837 -2.86079
C -2.43172 1.82710 -2.23863
C -1.80214 3.07413 -2.13326
C -2.51249 4.26659 -2.18784
C -3.89245 4.24238 -2.35213
C -4.53984 3.02192 -2.48987
C -3.81782 1.83322 -2.43833
H 0.41820 -0.04622 -7.66628
H -1.97071 0.28943 -7.10327
H -2.69353 0.39171 -4.76326
H 1.36535 -0.16251 -3.49613
H 2.08173 -0.27798 -5.84060
H -3.84580 -0.40932 -0.51337
H -5.25560 -2.40392 -0.29431
H -4.81773 -4.40328 -1.69012
H -2.96901 -4.36801 -3.33896
H -1.57718 -2.35701 -3.59329
H -0.71952 3.11781 -2.03235
H -1.99123 5.21462 -2.10614
H -4.45589 5.16772 -2.38494
H -5.61358 2.99358 -2.63713
H -4.34585 0.89671 -2.56714
*
```

HOMO energy (spin up / spin down) in eV: -7.0 / -7.0
ΔE to the lowest compared entry with this formula, charge and spin in eV: 0.0000
Kohn-Sham gap (spin up / spin down) in eV: 6.87 / 6.73
E_LUMO (spin up / spin down) in eV: -0.1212 / -0.2590

=====

The following is a DFT calculation (the ωB97M-V functional and the def2-TZVPD basis) of a molecular structure, C9H12Br3N3O6.

ORCA input file:
```
! RIJCOSX wB97M-V def2-TZVPD def2/J DEFGRID3
* xyz 0 1
C -1.50392 0.26146 2.48824
N -2.17135 -0.60460 3.47627
O -1.61498 -0.74868 4.54483
O -3.22765 -1.10856 3.15790
H -0.53701 -0.14946 2.20625
H -1.31886 1.24362 2.91385
H -2.11509 0.31929 1.59494
C 2.05293 4.17893 -1.45777
N 0.96719 4.56899 -2.41155
O 0.62796 5.73086 -2.43922
O 0.48991 3.68105 -3.08793
H 2.82665 3.69154 -2.03790
H 1.58981 3.53573 -0.71546
H 2.40060 5.10005 -1.00300
C -2.69880 -1.53941 -0.56041
C -1.57407 -0.94117 -1.12002
C -0.33786 -1.54904 -0.99712
C -0.21556 -2.69258 -0.24055
C -1.32173 -3.31433 0.30449
C -2.57163 -2.73561 0.13808
N 1.12306 -3.19837 0.05608
O 1.22089 -4.11598 0.84219
O 2.05915 -2.65027 -0.49498
H -3.66496 -1.06112 -0.66628
H -1.62544 -0.01963 -1.68494
H 0.50215 -1.11737 -1.51882
H -1.23631 -4.21406 0.89764
H -3.44020 -3.27768 0.48573
C 3.11426 0.41298 -0.49767
Br 1.50496 1.01402 0.42193
Br 4.57811 1.58770 -0.13157
Br 2.81541 0.27516 -2.38558
H 3.30241 -0.56345 -0.07763
*
```

HOMO energy in eV: -10.3
ΔE to the lowest compared entry with this formula, charge and spin in eV: 0.0000
Kohn-Sham gap in eV: 9.45
E_LUMO in eV: -0.8346